98
Properties=species:S:1:pos:R:3:lowdin_charge:R:1 method="wB97M-V/def2-TZVPD" total_energy_ha=-7232.4770 max_force_ev_per_a=3.27 homo_ev=-9.845
Na 14.22554 1.55363 -0.56922 0.9313
As 17.23121 5.78682 2.72777 0.8968
F 16.23950 4.73221 1.66617 -0.3305
F 17.71143 4.42280 3.79609 -0.2997
F 18.20782 6.98841 3.62696 -0.2979
F 16.79972 7.17617 1.64763 -0.3290
F 15.75096 6.14889 3.71653 -0.3152
F 18.61887 5.45243 1.64602 -0.3117
C 16.91253 7.68076 -6.56934 -0.2337
C 17.66110 8.27722 -5.37014 -0.1965
C 17.77946 7.17953 -4.23054 -0.1579
S 17.14383 5.48374 -4.92932 0.7267
O 16.21239 4.86653 -3.96227 -0.3676
O 18.32789 4.83742 -5.46431 -0.3397
C 16.17657 6.38469 -6.18941 -0.2274
H 17.69433 7.47083 -7.29929 0.1058
H 16.34573 8.47534 -7.05460 0.1110
H 17.06767 9.12145 -5.01910 0.1029
H 18.66247 8.61259 -5.64010 0.1062
H 17.11500 7.37405 -3.38867 0.0857
H 18.76770 6.96910 -3.82165 0.0889
H 15.29038 6.69898 -5.63806 0.0984
H 15.90211 5.76124 -7.04034 0.1041
C 17.11010 -3.22633 -7.61329 -0.2419
C 18.37552 -2.90863 -6.79820 -0.2207
C 18.25161 -1.47639 -6.27039 -0.1986
S 16.42002 -1.08115 -6.19566 0.7569
O 16.15950 0.07311 -7.08312 -0.3600
O 15.88434 -1.00578 -4.80619 -0.3821
C 15.85941 -2.69922 -6.98137 -0.2137
H 17.08020 -4.27983 -7.89143 0.1199
H 17.25377 -2.60463 -8.49700 0.1166
H 19.27372 -3.04808 -7.39974 0.1159
H 18.54126 -3.47151 -5.87962 0.1115
H 18.70782 -0.77202 -6.96599 0.1014
H 18.63486 -1.38256 -5.25431 0.1000
H 14.92325 -2.61390 -7.53313 0.1056
H 15.55875 -3.38320 -6.18773 0.0962
C 22.07100 1.39030 1.83963 -0.1837
C 22.57894 1.54546 0.37406 -0.2195
C 21.50586 1.24248 -0.67837 -0.2085
S 20.30454 0.02881 0.09421 0.7237
O 20.67527 -1.32881 -0.37172 -0.3765
O 18.96146 0.55240 0.01248 -0.3528
C 20.95328 0.28598 1.86435 -0.1743
H 21.62666 2.31235 2.21445 0.1104
H 22.97184 1.19673 2.42197 0.1054
H 23.34234 0.78810 0.19591 0.1077
H 23.00074 2.53161 0.17994 0.1120
H 21.80658 0.71798 -1.58532 0.0918
H 20.90658 2.12249 -0.91188 0.0968
H 21.13768 -0.63030 2.42518 0.0944
H 20.07019 0.74282 2.31108 0.0817
C 6.48721 0.03945 0.01549 -0.2214
C 6.81854 0.10104 -1.47857 -0.2174
C 7.96697 -0.89596 -1.74025 -0.2013
S 8.88078 -1.25233 -0.13767 0.6967
O 10.19400 -0.65378 -0.19953 -0.3616
O 8.68037 -2.63776 0.20057 -0.3358
C 7.77432 -0.09145 0.88777 -0.1751
H 5.86709 -0.84783 0.14310 0.1134
H 5.96828 0.92701 0.37748 0.1124
H 7.18796 1.07354 -1.80395 0.1118
H 5.96505 -0.21413 -2.07883 0.1113
H 8.75249 -0.44020 -2.34304 0.0885
H 7.52877 -1.80122 -2.16047 0.0985
H 8.30265 0.86186 0.90089 0.0932
H 7.61415 -0.43227 1.91065 0.0988
C 13.47973 -5.84869 2.12451 -0.1870
C 14.63772 -5.98038 1.10299 -0.2549
C 15.03584 -4.60002 0.70176 -0.2131
S 15.15739 -3.68053 2.35341 0.7123
O 14.60397 -2.31198 2.20017 -0.3714
O 16.48833 -3.91067 2.83749 -0.3215
C 13.93743 -4.75383 3.17317 -0.2004
H 13.16860 -6.81180 2.52914 0.1104
H 12.63162 -5.47858 1.54846 0.1068
H 14.33034 -6.50533 0.19853 0.1162
H 15.38997 -6.53550 1.66340 0.1181
H 14.23169 -4.13848 0.12867 0.0988
H 15.94829 -4.47644 0.11846 0.1055
H 13.10011 -4.09359 3.39920 0.0912
H 14.33528 -5.11877 4.12008 0.1002
C 10.78587 8.23440 -1.89667 -0.2032
C 11.41867 8.62487 -0.51558 -0.2076
C 11.25058 7.49218 0.49624 -0.2004
S 10.09047 6.21947 -0.24674 0.7143
O 8.95807 5.89675 0.58119 -0.3409
O 10.99785 5.12345 -0.69164 -0.3783
C 9.55865 7.35405 -1.60492 -0.2168
H 11.53925 7.68612 -2.46227 0.1101
H 10.47265 9.07646 -2.51386 0.1089
H 10.93972 9.52195 -0.12324 0.1071
H 12.46460 8.91270 -0.62182 0.1133
H 10.77190 7.92931 1.37253 0.0941
H 12.12712 7.04323 0.96339 0.1068
H 8.72723 7.87971 -1.13533 0.1020
H 9.22354 6.70681 -2.41540 0.1007